{
  "formula": "C16H28N7O3S2W",
  "method": "ωB97M-V/def2-TZVPD",
  "elements": ["W", "C", "S", "C", "S", "N", "N", "C", "C", "C", "C", "C", "C", "N", "H", "H", "H", "H", "H", "H", "H", "H", "C", "N", "C", "C", "O", "C", "O", "C", "C", "O", "N", "C", "C", "H", "H", "H", "H", "H", "H", "H", "H", "H", "H", "H", "H", "H", "H", "H", "H", "N", "N", "H", "H", "H", "H"],
  "xyz": [[0.24344, 0.70608, -0.72471], [4.78548, 3.68231, -0.82433], [3.32164, 4.40426, -1.58766], [2.12027, 3.21821, -1.30979], [2.38957, 1.66279, -0.57185], [0.88479, 3.51523, -1.65997], [0.06933, 2.48348, -1.49708], [-1.14643, 2.58097, -0.91957], [-2.23245, 1.75356, -1.47493], [-3.55301, 2.08358, -1.68698], [-4.37448, 1.11070, -2.24837], [-3.85880, -0.14441, -2.55510], [-2.52961, -0.41029, -2.28720], [-1.73404, 0.52695, -1.75193], [5.56854, 4.42076, -0.98804], [5.06779, 2.75266, -1.31308], [4.64935, 3.54823, 0.24634], [-1.31784, 3.42392, -0.25901], [-3.92455, 3.06865, -1.43946], [-5.41449, 1.33310, -2.45040], [-4.48167, -0.91247, -2.99130], [-2.09398, -1.38353, -2.46042], [-0.83458, 1.77810, 3.71018], [-1.47890, 0.59337, 3.11651], [-2.47509, -0.05771, 3.98378], [-1.18246, 0.17092, 1.92880], [-0.33424, 0.80633, 1.19644], [-1.83577, -1.06487, 1.31910], [-1.11526, -1.46505, 0.16718], [-0.24538, -2.58061, 0.31204], [1.19470, -2.09915, 0.31597], [1.42345, -0.88470, -0.02781], [2.16649, -2.89639, 0.64647], [3.56519, -2.44098, 0.68659], [1.97438, -4.31320, 0.99187], [-0.47822, 1.50591, 4.70193], [-0.00516, 2.10581, 3.09546], [-1.57426, 2.57170, 3.80402], [-1.96476, -0.58884, 4.78615], [-3.10079, 0.71974, 4.41688], [-3.11274, -0.73733, 3.42853], [-1.89667, -1.87224, 2.04833], [-2.85353, -0.81215, 1.00943], [-0.47535, -3.14498, 1.21585], [-0.40015, -3.23242, -0.55004], [3.61035, -1.35986, 0.63751], [4.00708, -2.78824, 1.61846], [4.10963, -2.88185, -0.14762], [0.99251, -4.67019, 0.69934], [2.72158, -4.89536, 0.45641], [2.12071, -4.45007, 2.06250], [0.40852, -1.40130, -3.04094], [0.97477, -0.12153, -2.66592], [1.11456, -1.96606, -3.50483], [-0.33396, -1.23685, -3.71146], [0.90215, 0.54554, -3.43718], [1.97235, -0.26023, -2.51511]],
  "homo_ev": -16.544,
  "total_charge": 3,
  "de_lowest_kj_mol": 157.2
}



{
  "formula": "C16H28O23S5",
  "method": "ωB97M-V/def2-TZVPD",
  "elements": ["C", "C", "C", "C", "C", "O", "C", "O", "O", "H", "H", "H", "H", "H", "H", "H", "H", "C", "C", "O", "S", "O", "O", "O", "H", "H", "H", "H", "C", "C", "O", "S", "O", "O", "O", "H", "H", "H", "H", "C", "C", "O", "S", "O", "O", "O", "H", "H", "H", "H", "C", "C", "O", "S", "O", "O", "O", "H", "H", "H", "H", "C", "C", "O", "S", "O", "O", "O", "H", "H", "H", "H"],
  "xyz": [[0.69207, 1.70566, -0.69526], [1.89489, 1.23659, -1.29427], [2.33501, -0.30073, -1.46032], [3.34911, -0.30031, -2.73492], [1.18169, -1.42679, -1.63917], [1.22812, -2.18905, -0.38807], [1.95855, -1.31575, 0.50730], [1.69178, -0.95517, 1.66990], [3.07479, -0.91042, -0.33625], [0.49494, 2.83900, -0.74269], [0.00457, 0.97644, -0.15381], [2.65086, 2.02274, -1.65610], [2.70666, -0.01540, -3.64365], [3.75086, -1.38451, -2.80019], [4.17307, 0.45217, -2.49417], [0.22667, -0.79485, -1.67447], [1.37635, -2.12354, -2.54164], [-2.90539, 4.75230, -0.36666], [-4.21046, 3.99105, -0.18605], [-4.24288, 3.05120, -1.26025], [-2.72623, 2.59553, -1.61395], [-2.46453, 1.35366, -0.94939], [-2.51233, 2.78898, -3.01766], [-1.95760, 3.77795, -0.80430], [-2.99700, 5.51329, -1.14696], [-2.56979, 5.22144, 0.55913], [-5.08163, 4.64532, -0.22074], [-4.21442, 3.43049, 0.75347], [0.95408, -2.77250, 4.41256], [0.16289, -3.98978, 3.95940], [-0.50110, -4.45797, 5.13268], [-0.84862, -3.18942, 6.08585], [-2.20959, -2.80713, 5.84692], [-0.33455, -3.45410, 7.39532], [0.11673, -2.10648, 5.35782], [1.87500, -3.06895, 4.92299], [1.19762, -2.10649, 3.58340], [0.80082, -4.76865, 3.54096], [-0.60089, -3.71311, 3.22644], [-5.37783, -2.20020, 1.33806], [-5.61307, -2.62424, -0.10412], [-5.94078, -1.41961, -0.79579], [-5.14199, -0.18028, -0.10956], [-3.95273, 0.07501, -0.87459], [-6.08967, 0.84417, 0.21612], [-4.70989, -0.94031, 1.25821], [-6.32460, -2.05095, 1.86477], [-4.76827, -2.92008, 1.88577], [-6.41859, -3.35300, -0.19725], [-4.70065, -3.03216, -0.54951], [-0.04820, 1.29436, -6.51917], [0.38007, 2.68912, -6.09603], [1.79970, 2.69651, -6.22317], [2.22625, 1.72117, -7.44741], [2.43471, 2.52178, -8.61735], [3.19916, 0.78910, -6.96104], [0.80697, 0.94911, -7.60776], [0.11686, 0.57080, -5.71563], [-1.09343, 1.25970, -6.82859], [0.08488, 2.92013, -5.07210], [-0.02417, 3.44852, -6.77186], [4.41758, -0.26767, 3.17736], [4.43720, -1.55131, 3.99325], [5.30658, -1.28016, 5.09204], [5.18894, 0.29202, 5.48398], [4.27530, 0.41436, 6.58137], [6.50639, 0.85287, 5.50350], [4.43211, 0.79028, 4.13734], [5.31588, -0.17948, 2.55922], [3.53235, -0.19570, 2.54256], [4.79888, -2.40406, 3.41785], [3.44655, -1.77821, 4.39504]],
  "homo_ev": -10.430,
  "smiles": "C=C[C@]1(C)COC(=O)O1.O=S1(=O)OCCO1.O=S1(=O)OCCO1.O=S1(=O)OCCO1.O=S1(=O)OCCO1.O=S1(=O)OCCO1"
}



{
  "formula": "C16H29AlF5N6OS2SiTe",
  "method": "ωB97M-V/def2-TZVPD",
  "elements": ["Al", "C", "N", "C", "N", "S", "H", "H", "H", "H", "H", "H", "C", "N", "C", "C", "N", "H", "H", "H", "H", "H", "H", "F", "Te", "F", "F", "F", "F", "O", "C", "Si", "C", "C", "C", "H", "H", "H", "H", "H", "H", "H", "H", "H", "H", "H", "N", "C", "N", "C", "C", "C", "C", "C", "C", "S", "H", "H", "H", "H", "H", "H"],
  "xyz": [[0.40157, -0.82837, -0.09198], [2.89718, 5.54850, 3.34900], [2.19224, 4.63941, 2.45866], [1.06703, 4.02047, 2.76748], [0.52266, 4.17741, 3.95945], [0.26003, 3.13243, 1.49883], [3.72192, 5.99643, 2.80427], [3.30190, 5.01559, 4.21137], [2.23220, 6.34514, 3.68479], [2.58009, 4.43428, 1.55246], [1.03474, 4.59554, 4.71914], [-0.31174, 3.64973, 4.17601], [-4.19268, -2.07067, 1.52335], [-3.69867, -1.14945, 0.49054], [-4.35071, 0.16379, 0.37486], [-2.49681, -1.28757, 0.05404], [-1.41050, -1.41277, -0.34031], [-4.02714, -1.63523, 2.50803], [-3.66777, -3.01899, 1.44631], [-5.25448, -2.23531, 1.35437], [-4.31571, 0.66098, 1.34357], [-5.37999, 0.01536, 0.05574], [-3.82002, 0.77107, -0.35265], [1.18128, 1.44250, 3.49627], [-0.41475, 0.91619, 2.57006], [-2.07689, -0.01926, 2.51720], [-1.24015, 1.25905, 0.78072], [-0.29074, -0.31964, 3.99322], [-1.39236, 2.05673, 3.71927], [0.60560, -0.27147, 1.57726], [1.17675, 2.14185, -3.91102], [0.08858, 1.03109, -2.86989], [-1.31748, 2.04387, -2.15732], [-0.65569, -0.29002, -3.97904], [1.12051, 0.27390, -1.50157], [0.61456, 2.59211, -4.73201], [2.01134, 1.58581, -4.34356], [1.59559, 2.95330, -3.31129], [-1.84673, 2.56357, -2.95964], [-0.96995, 2.79178, -1.44191], [-2.03627, 1.40711, -1.63885], [-1.26352, 0.18157, -4.75461], [-1.30401, -0.97891, -3.43078], [0.11506, -0.87507, -4.48770], [1.57642, 1.12053, -0.96726], [1.95621, -0.26059, -1.97279], [1.82049, -2.59613, 2.39876], [1.77566, -3.14284, 1.18964], [1.24487, -2.57676, 0.10936], [1.34386, -3.43659, -1.00423], [0.85753, -3.17055, -2.27647], [1.03344, -4.12245, -3.26595], [1.68330, -5.32580, -3.00054], [2.16311, -5.60215, -1.73168], [1.98020, -4.64599, -0.74552], [2.45014, -4.72360, 0.93211], [1.43057, -1.66938, 2.54625], [2.21971, -3.10153, 3.16936], [0.34847, -2.24288, -2.49685], [0.65736, -3.92554, -4.26092], [1.81077, -6.05431, -3.78902], [2.66179, -6.53728, -1.51642]],
  "homo_ev": -11.191,
  "total_charge": 1,
  "de_lowest_kj_mol": 33.9
}



{
  "formula": "C16H29B2FI2N3O10P",
  "method": "ωB97M-V/def2-TZVPD",
  "elements": ["C", "C", "N", "C", "C", "C", "C", "I", "O", "C", "I", "P", "O", "O", "C", "O", "C", "F", "C", "O", "O", "B", "N", "O", "B", "N", "O", "H", "H", "H", "H", "H", "H", "H", "H", "H", "H", "H", "H", "H", "H", "H", "H", "H", "H", "H", "H", "H", "H", "H", "H", "H", "C", "C", "C", "O", "C", "C", "C", "O", "H", "H", "H", "H"],
  "xyz": [[1.74311, -1.93601, 2.40447], [3.10164, -1.70187, 1.66168], [3.13077, -0.64092, 0.66592], [2.35929, -0.89494, -0.59843], [3.25507, -0.28052, -1.70870], [2.64002, 0.12172, -3.07768], [3.74807, 0.04410, -4.21558], [0.88929, -0.89353, -3.79439], [2.06775, -2.26908, -0.67687], [2.73825, -3.03682, -1.59823], [4.80386, -3.60886, -1.13236], [1.74264, -4.65478, -1.68778], [2.67055, -5.49412, -2.82137], [2.01259, -5.45575, -0.21700], [1.06670, -0.00795, -0.36772], [0.05616, -0.88857, 0.10812], [-1.23236, -0.65019, -0.31437], [-1.41713, -0.29340, -1.63987], [-1.96391, -2.04537, -0.15884], [-3.14304, -2.01904, -0.98215], [-3.21970, -3.26972, -1.64601], [-2.07746, 0.43539, 0.57048], [-3.25797, 0.11383, 1.41499], [-1.70428, 1.79522, 0.50767], [1.48520, 1.15645, 0.68768], [2.49315, 2.19719, 0.33752], [0.86966, 1.28427, 1.96123], [1.06115, -1.07618, 2.39633], [1.26714, -2.82720, 1.94952], [1.98317, -2.21966, 3.44240], [3.48099, -2.69799, 1.37027], [3.80235, -1.37621, 2.46234], [4.10803, -0.48700, 0.43780], [3.64473, 0.65781, -1.26033], [4.17664, -0.86300, -1.90540], [2.38757, 1.19691, -3.02965], [4.60540, -0.58279, -3.92810], [3.29778, -0.44242, -5.09946], [4.01692, 1.06047, -4.53976], [2.77891, -2.68638, -2.64178], [2.06281, -5.92597, -3.42219], [1.25669, -5.23298, 0.32717], [0.77527, 0.56499, -1.27035], [-1.29341, -2.80086, -0.60036], [-2.18410, -2.28669, 0.89161], [-4.06053, -3.67659, -1.41262], [-3.01908, -0.48215, 2.19795], [-4.00386, -0.29214, 0.86025], [-1.77722, 2.18030, 1.38935], [2.28402, 2.52711, -0.60456], [2.32587, 2.99534, 0.94428], [0.44995, 2.13614, 2.05811], [-5.86419, 3.65985, 1.80239], [-4.62723, 3.21746, 2.02462], [-3.52866, 4.15360, 2.34702], [-2.39824, 3.75144, 2.54842], [-3.85043, 5.59572, 2.41530], [-5.08684, 6.03731, 2.19300], [-6.18896, 5.10218, 1.87025], [-7.31533, 5.50472, 1.66989], [-6.68245, 2.99249, 1.56416], [-4.36868, 2.16457, 1.97902], [-3.03159, 6.26283, 2.65322], [-5.34251, 7.08823, 2.23743]],
  "homo_ev": -8.561,
  "de_lowest_kj_mol": 184.9
}



| no. | E_tot (eV) | HOMO-LUMO gap (Eh) |
| --- | --- | --- |
| 1 | -57089.99595 | 0.2342 |
| 2 | -118305.73008 | 0.3849 |
| 3 | -85077.91863 | 0.2737 |
| 4 | -71566.98066 | 0.2518 |